# C16H32Br16

A 8-piece molecular cluster, C16H32Br16 overall in a non-equilibrium geometry (the ωB97M-V functional and the def2-TZVPD basis, the OMol25 dataset).

Structure (XYZ):
```
64
Properties=species:S:1:pos:R:3:lowdin_charge:R:1
Br 1.715 4.141 2.893 0.574
C 0.003 0.550 0.019 -0.776
Br -3.139 -6.160 1.918 0.656
H -0.785 0.584 0.754 0.017
H -1.607 -6.943 0.191 0.057
H -2.536 4.461 -4.352 0.010
H 1.929 -0.168 -0.163 0.043
H 1.763 -1.375 4.707 0.050
C 3.564 -3.762 -1.240 -0.749
C -3.030 3.099 -5.984 -0.707
Br -0.800 -0.481 3.343 0.721
H -0.775 5.863 1.075 0.048
Br 2.909 -4.448 -2.929 0.629
Br 6.081 -4.920 -1.472 0.663
Br 1.057 7.478 0.666 0.664
Br -1.555 2.630 5.841 0.614
H -4.016 3.559 -4.087 0.061
H 4.154 -2.883 -1.447 0.056
H 0.162 5.418 -0.354 0.023
Br -1.972 2.332 -3.392 0.597
H -1.146 -1.393 5.661 0.053
C -1.247 6.927 -0.718 -0.787
H -0.365 0.319 -0.960 0.007
H -0.735 4.038 3.225 0.043
C 0.143 3.265 5.079 -0.657
H 1.216 -0.443 1.440 0.005
Br 1.375 -0.502 -3.369 0.672
H -3.699 3.754 -6.531 0.054
H -1.047 -7.468 1.774 0.048
H 0.218 4.254 5.507 0.039
H 4.539 -4.503 0.429 0.074
C -0.519 -5.481 1.267 -0.716
H -1.788 7.720 -0.201 0.062
Br -2.467 5.720 -1.509 0.704
Br 1.378 -2.214 7.021 0.658
H -1.004 -0.431 -5.164 0.038
H -0.679 7.466 -1.480 0.053
C 0.910 -1.799 5.202 -0.722
H -3.314 2.069 -6.127 0.046
H 0.192 -2.662 -3.452 0.021
Br -1.331 3.321 -6.838 0.632
C -0.313 -0.908 5.195 -0.663
H 0.912 2.633 5.471 0.042
H 2.699 -3.518 -0.644 -0.030
H -0.098 0.035 5.675 0.005
C -1.419 -6.634 1.204 -0.747
C -0.306 6.229 0.179 -0.759
Br -1.959 -2.733 -5.466 0.671
C 0.021 3.345 3.537 -0.637
Br 0.767 2.300 0.025 0.707
H 0.183 -1.545 -5.748 0.049
H 0.015 2.408 3.015 -0.027
H -0.794 -4.686 0.590 0.013
H 0.699 -2.764 4.744 0.049
C -0.143 -1.645 -3.632 -0.746
H 3.879 -5.719 -0.624 0.014
C -3.018 3.505 -4.512 -0.712
H -0.444 -5.058 2.257 0.047
C -0.632 -1.448 -5.043 -0.769
C 4.379 -4.763 -0.621 -0.809
Br 0.416 -2.112 -0.163 0.762
C 1.024 -0.378 0.388 -0.754
H -0.910 -1.395 -2.912 0.036
Br 1.292 -6.082 0.841 0.678
```

The strongest force on any atom comes out at 0.0474 Eh/bohr. Its total energy is -1137791.7951 eV. The multiplicity is 1. The gap between HOMO and LUMO is 10.102 eV. For the energy relative to the best compared isomer or geometry (same formula, charge and spin), the calculation gives 94.93 kJ/mol. The SMILES is BrCCBr.BrCCBr.BrCCBr.BrCCBr.BrCCBr.BrCCBr.BrCCBr.BrCCBr. As for the charge: 0.